[1]
The following is a DFT calculation (the ωB97M-V functional and the def2-TZVPD basis) of a molecular structure, C4H7N2.

Values from the calculation:
Max |F|: 3.8 eV Å⁻¹
Total charge: +1
Orbital gap (spin up / spin down): 8.613 / 7.546 eV
Energy: -7228.2614 eV
HOMO (spin up / spin down): -13.229 / -12.591 eV

Last column: Mulliken charge in e.
Positions of all 13 atoms, in Å:
H1 0.121 -1.554 1.152  0.264
H2 2.074 0.480 -0.088  0.416
H3 -0.906 1.563 -1.368  0.468
C1 1.189 0.141 0.370  -0.361
C2 -0.669 0.608 -0.942  0.015
H4 -0.414 0.613 1.466  0.328
H5 0.417 1.977 0.782  0.277
H6 -2.431 -0.503 -0.338  0.259
N1 -1.491 -0.387 -0.668  -0.197
N2 0.179 1.046 0.703  -0.301
C3 0.714 -1.268 0.200  -0.437
H7 1.392 -1.953 -0.220  0.298
C4 -0.176 -0.762 -1.049  -0.028


[2]
The following is a DFT calculation (the ωB97M-V functional and the def2-TZVPD basis) of a molecular structure, C14H41AgO16.

Values from the calculation:
Max |F|: 3.4 eV Å⁻¹
Total charge: 0
Orbital gap: 7.481 eV
Energy: -51937.9778 eV
HOMO: -9.033 eV

Last column: Mulliken charge in e.
Positions of all 72 atoms, in Å:
H1 1.455 2.593 0.876  -0.073
C1 0.103 0.186 -1.116  -0.086
O1 2.302 -1.801 -3.226  -0.542
H2 0.178 3.737 1.247  0.086
O2 -4.264 -1.032 1.608  -0.597
H3 -2.523 -1.545 -1.179  0.011
H4 -2.507 4.363 -2.604  0.363
H5 -2.216 -1.281 1.373  -0.066
H6 4.886 0.401 -2.945  0.402
H7 -1.212 2.352 5.206  0.388
C2 -2.107 2.035 4.671  -0.617
C3 -2.307 3.356 -2.971  -0.461
O3 1.935 4.694 0.962  -0.575
O4 -2.453 0.734 5.113  -0.536
H8 3.344 1.862 -3.791  0.254
H9 -4.012 2.708 -2.100  0.460
H10 -4.212 -1.754 -0.980  0.412
O5 -0.250 0.504 -2.287  -0.260
C4 -3.265 -1.886 -0.457  -0.391
O6 -2.993 -3.234 -0.132  -0.610
C5 2.114 -0.045 2.589  -0.710
C6 -3.084 -0.955 0.800  0.589
O7 1.206 -5.927 -0.785  -0.551
O8 -0.351 -3.369 -0.019  -0.609
C7 0.649 -4.097 0.709  -0.497
H11 -2.870 0.066 0.484  -0.018
H12 0.852 3.639 -0.395  0.287
H13 2.361 -0.817 3.319  0.404
H14 2.591 -4.975 0.378  0.396
H15 2.762 4.499 0.514  0.315
H16 2.216 -1.140 0.258  0.086
O9 3.108 -1.112 0.612  -0.588
H17 -1.183 1.461 2.813  -0.420
H18 2.298 0.775 3.284  0.410
H19 -2.535 0.657 6.066  0.290
H20 2.038 -4.053 -0.983  0.007
Ag1 0.927 0.111 -4.465  0.677
H21 -1.642 3.160 2.830  0.223
H22 -2.486 2.239 -1.178  0.151
H23 -0.769 2.362 -2.368  0.339
H24 1.832 -6.202 -1.458  0.303
O10 0.767 0.057 2.260  -0.432
H25 0.283 -0.746 2.467  0.155
C8 1.092 3.599 0.668  -0.132
C9 3.671 -1.334 -3.274  -0.608
C10 3.119 0.062 1.414  -0.236
O11 0.708 -0.876 -0.942  0.079
O12 3.134 0.927 -3.843  -0.501
H26 0.077 -2.668 -0.516  0.200
H27 0.210 0.327 0.538  -0.342
H28 4.138 0.282 1.733  0.542
O13 -3.226 1.938 2.436  -0.530
O14 -0.325 0.866 -0.049  0.458
H29 1.091 -3.440 1.458  0.109
H30 -2.957 2.660 4.944  0.331
H31 1.843 -1.693 -2.390  0.305
H32 3.432 0.332 -1.928  -0.070
H33 4.240 -2.012 -2.638  0.308
C11 -3.009 2.283 -2.134  -0.395
H34 -3.378 1.010 2.625  0.279
C12 -1.965 2.158 3.115  0.607
H35 -4.541 -1.951 1.618  0.326
C13 1.699 -4.728 -0.197  -0.093
H36 -2.094 0.726 -2.779  0.394
H37 3.900 -1.575 -4.312  0.359
H38 -2.608 3.216 -4.009  0.241
H39 2.881 0.963 0.849  -0.048
H40 -2.047 -3.382 -0.200  0.573
H41 0.076 -4.701 1.412  0.470
C14 3.827 0.144 -2.926  0.187
O15 -2.979 1.079 -2.902  -0.607
O16 -0.975 3.208 -2.771  -0.578


[3]
The following is a DFT calculation (the ωB97M-V functional and the def2-TZVPD basis) of a single C24H34N2O5 molecule.

Values from the calculation:
Max |F|: 0.6 eV Å⁻¹
Total charge: 0
Orbital gap: 9.058 eV
Energy: -38658.8087 eV
HOMO: -8.384 eV
SMILES string: CCCCCCOc1ccc(N2C(=O)C[C@H](N3CCC(C(=O)OCC)CC3)C2=O)cc1

Last column: Mulliken charge in e.
Positions of all 65 atoms, in Å:
C1 2.580 -1.429 -1.139  -0.076
C2 1.739 -3.244 0.023  0.408
H1 6.506 -0.219 1.459  0.418
C3 0.187 -1.397 -0.534  0.152
H2 3.690 -4.048 0.514  0.360
C4 3.165 -3.608 -0.332  -1.219
O1 3.003 2.336 0.384  -0.287
C5 -5.929 -0.043 1.342  -0.624
C6 3.585 0.030 1.625  0.378
C7 2.686 3.001 -1.938  -1.004
C8 -2.336 -0.217 -0.561  0.645
H3 5.059 1.457 2.349  0.391
H4 6.574 1.108 0.293  0.562
C9 -0.943 -2.173 -0.778  -0.800
H5 -8.545 -0.870 0.998  0.306
H6 -7.108 1.705 0.907  0.377
H7 -6.333 -2.026 0.663  0.380
H8 -1.277 1.616 -0.156  0.444
H9 -5.784 1.303 -1.160  0.225
N1 1.473 -2.000 -0.535  0.524
C10 0.050 -0.036 -0.310  0.113
C11 4.321 2.226 0.537  0.133
H10 0.915 0.580 -0.128  0.010
C12 -7.996 -0.817 0.060  -1.354
H11 -0.843 -3.233 -0.952  0.401
O2 2.574 -0.402 -1.771  -0.566
H12 -3.431 1.881 0.669  0.477
H13 -3.074 -2.177 -0.964  0.451
H14 -3.374 2.241 -1.079  0.501
H15 -5.630 2.026 1.803  0.355
H16 2.276 2.009 -2.117  0.166
H17 2.799 0.199 0.891  -0.558
C13 4.079 -1.410 1.482  -1.191
C14 -1.202 0.554 -0.327  -0.576
C15 -2.188 -1.589 -0.784  -0.659
H18 4.401 -2.437 -1.714  0.676
O3 -3.606 0.251 -0.596  -0.235
O4 0.956 -3.898 0.658  -0.606
C16 -3.851 1.615 -0.311  -0.784
H19 -8.372 -1.595 -0.600  0.402
C17 5.927 0.344 0.727  -1.323
H20 3.142 0.168 2.612  0.435
C18 -6.504 -1.008 0.305  -0.136
H21 -4.877 -0.290 1.492  0.173
C19 2.528 3.379 -0.473  -0.420
C20 3.791 -2.304 -0.816  -0.101
H22 -8.200 0.145 -0.404  0.302
H23 1.476 3.498 -0.204  0.327
O5 5.118 3.000 0.072  -0.642
H24 6.281 -1.013 -0.920  0.436
H25 3.077 4.299 -0.249  0.448
C21 4.727 1.031 1.396  0.482
C22 5.433 -0.586 -0.372  -0.541
H26 4.834 0.005 -1.078  0.297
H27 4.846 -1.611 2.238  0.423
H28 2.166 3.723 -2.561  0.427
H29 -5.537 2.914 -0.482  0.445
N2 4.664 -1.700 0.182  0.042
H30 -5.957 -0.899 -0.632  0.154
H31 3.133 -4.353 -1.130  0.376
C23 -5.360 1.849 -0.317  -0.818
H32 3.251 -2.093 1.675  0.518
H33 -6.443 -0.202 2.294  0.466
C24 -6.053 1.439 0.983  -0.814
H34 3.739 2.995 -2.207  0.328


[4]
The following is a DFT calculation (the ωB97M-V functional and the def2-TZVPD basis) of 3 unconnected molecules or ions with the total composition C8H23NO3.

Values from the calculation:
Max |F|: 3.3 eV Å⁻¹
Total charge: 0
Orbital gap: 10.110 eV
Energy: -16299.1548 eV
HOMO: -9.389 eV
SMILES string: COC[C@H](C)N.CCO.CCO

Last column: Mulliken charge in e.
Positions of all 35 atoms, in Å:
H1 0.104 -19.675 -5.656  0.286
O1 -3.554 -20.762 2.856  -0.379
C1 2.893 -19.073 -5.939  -0.947
C2 -4.595 -19.782 2.631  -0.751
H2 1.518 -17.444 -6.227  0.198
H3 -6.473 -20.391 4.647  0.275
H4 -4.447 -18.872 3.212  0.431
C3 -6.003 -20.413 2.673  0.295
H5 3.694 -18.871 -6.651  0.348
H6 1.686 -18.021 -0.347  0.287
C4 1.001 -18.726 -0.818  -0.916
N1 -6.208 -21.104 3.983  -0.713
C5 -0.519 -18.353 -0.845  -0.103
H7 -0.360 -17.800 -2.680  0.273
H8 -0.801 -17.900 0.106  0.242
H9 1.165 -18.862 -7.287  0.334
H10 -1.637 -20.937 3.289  0.266
H11 -4.421 -19.372 1.637  0.347
H12 -7.316 -18.852 3.381  0.350
H13 -2.186 -19.216 3.432  0.293
H14 -2.552 -20.233 4.674  0.301
C6 1.461 -18.531 -6.292  -0.245
H15 3.048 -18.727 -4.917  0.233
H16 -5.218 -21.286 4.069  0.327
H17 -8.080 -19.884 2.148  0.320
O2 -0.832 -17.446 -1.923  -0.525
O3 0.645 -18.971 -5.290  -0.465
H18 1.169 -19.664 -0.288  0.301
H19 -6.827 -18.847 1.565  0.328
H20 1.464 -18.947 -1.779  0.213
H21 -1.154 -19.208 -1.077  0.221
C7 -2.439 -20.264 3.590  -0.729
H22 2.861 -20.157 -6.039  0.263
H23 -6.064 -21.185 1.906  0.261
C8 -7.154 -19.394 2.449  -1.220


[5]
The following is a DFT calculation (the ωB97M-V functional and the def2-TZVPD basis) of a single C4H8N2 molecule.

Values from the calculation:
Max |F|: 3.1 eV Å⁻¹
Total charge: 0
Orbital gap: 9.970 eV
Energy: -7254.7851 eV
HOMO: -8.902 eV
SMILES string: C/C=N\N1CC1

Last column: Mulliken charge in e.
Positions of all 14 atoms, in Å:
H1 -1.055 -2.350 1.769  0.318
N1 -0.210 1.121 -0.115  -0.164
N2 0.512 0.545 0.875  -0.477
C1 -0.875 -1.566 0.991  -0.939
H2 -0.722 0.529 -2.083  0.214
C2 0.133 0.564 -1.417  -0.423
H3 0.729 -0.346 -1.452  0.245
H4 0.293 2.759 -1.159  0.302
H5 0.983 -0.841 2.040  0.414
C3 0.197 -0.598 1.369  0.041
C4 0.710 1.801 -1.011  -0.331
H6 1.751 1.702 -0.760  0.270
H7 -1.840 -1.118 0.899  0.302
H8 -0.604 -2.202 0.054  0.228


[6]
The following is a DFT calculation (the ωB97M-V functional and the def2-TZVPD basis) of 2 unconnected molecules or ions with the total composition H2NO4S.

Values from the calculation:
Max |F|: 4.3 eV Å⁻¹
Total charge: -1
Orbital gap: 8.900 eV
Energy: -20545.9460 eV
HOMO: -4.769 eV

Last column: Mulliken charge in e.
Positions of all 8 atoms, in Å:
S1 -0.533 -0.097 -0.540  1.059
O1 0.633 -0.029 1.572  -0.390
N1 0.322 0.885 0.591  -0.294
O2 -0.142 0.354 -1.855  -0.674
H1 0.376 -0.941 1.120  0.420
H2 1.335 1.163 -0.499  0.211
O3 -1.908 0.169 -0.151  -0.628
O4 -0.084 -1.503 -0.240  -0.706